# 1
{
  "formula": "C3H9N",
  "method": "the ωB97M-V functional and the def2-TZVPD basis",
  "species": ["N", "C", "C", "C", "H", "H", "H", "H", "H", "H", "H", "H", "H"],
  "coordinates": [[-0.194, -0.247, 2.604], [1.022, 1.061, -1.183], [-0.132, 0.428, -1.018], [-0.345, -1.057, -1.117], [0.242, 0.524, 3.094], [-0.340, 0.052, 1.639], [1.181, 2.126, -1.050], [-1.160, -0.241, 2.928], [1.932, 0.602, -1.559], [-1.274, -1.245, -1.655], [-0.361, -1.480, -0.111], [0.438, -1.586, -1.661], [-1.008, 1.061, -0.910]],
  "forces_ev_per_angstrom": [[-0.88, 0.09, -0.37], [0.56, 0.15, -0.36], [0.44, 0.33, -0.59], [0.05, 0.26, -0.26], [0.16, 0.11, -0.09], [0.59, 0.07, 0.07], [-0.58, 0.08, -0.03], [0.13, -0.25, 0.39], [-0.08, -0.54, 0.40], [-0.14, -0.22, 0.29], [-0.34, -0.16, -0.04], [0.19, 0.26, 0.03], [-0.12, -0.19, 0.56]],
  "mulliken_charge": [-0.6632, -0.7229, -0.1366, -0.7911, 0.2291, 0.2165, 0.2565, 0.2312, 0.2396, 0.2749, 0.2038, 0.2975, 0.3648],
  "smiles": "C=CC.N",
  "mol_weight_da": 59.11,
  "total_charge": 0,
  "homo_ha": -0.35690,
  "gap_ev": 10.85,
  "lumo_energy_ev": 1.14
}

=====

# 2
{
  "formula": "C5H4N2OS",
  "method": "the ωB97M-V functional and the def2-TZVPD basis",
  "species": ["S", "O", "N", "N", "C", "C", "C", "C", "C", "H", "H", "H", "H"],
  "coordinates": [[-1.486, -1.750, -0.033], [-2.615, 1.344, -0.076], [0.492, -0.039, -0.104], [-1.401, 1.095, 0.021], [0.227, -2.270, 0.030], [-0.867, -0.089, 0.006], [-0.283, 1.998, 0.020], [0.886, 1.246, -0.049], [1.103, -1.262, -0.066], [0.367, -3.356, 0.150], [1.891, 1.439, 0.086], [-0.519, 3.071, 0.112], [2.205, -1.428, -0.096]],
  "forces_ev_per_angstrom": [[1.13, 1.08, 0.25], [-2.13, 0.80, 0.21], [-0.50, -0.20, 0.38], [2.94, 0.89, -0.35], [-1.15, -0.77, -0.07], [-0.15, -2.75, -0.53], [-0.29, 0.09, 0.16], [-2.47, 1.14, 0.08], [1.29, -1.77, 0.24], [0.34, 0.89, -0.27], [1.66, 0.86, -0.03], [0.46, -0.89, -0.16], [-1.13, 0.63, 0.08]],
  "mulliken_charge": [-0.0837, -0.8021, 0.1384, 0.6146, -0.2355, 0.0793, -0.5974, -0.3261, -0.3330, 0.3778, 0.4529, 0.4013, 0.3134],
  "mol_weight_da": 140.17,
  "total_charge": 0,
  "homo_ha": -0.27809,
  "gap_ev": 8.15,
  "lumo_energy_ev": 0.58
}

=====

# 3
{
  "formula": "C4H10Cl",
  "method": "the ωB97M-V functional and the def2-TZVPD basis",
  "species": ["Cl", "C", "C", "C", "C", "H", "H", "H", "H", "H", "H", "H", "H", "H", "H"],
  "coordinates": [[-0.483, 0.147, -0.314], [3.082, 0.239, 2.759], [1.973, 0.329, 3.764], [3.464, 1.472, 1.999], [3.393, -1.101, 2.160], [0.526, 0.085, 0.421], [4.343, 2.078, 2.231], [2.607, 2.134, 1.987], [4.240, -1.704, 2.459], [1.298, -0.506, 3.571], [3.480, -0.955, 1.081], [2.136, 0.378, 4.840], [3.525, 1.193, 0.943], [2.501, -1.712, 2.225], [1.333, 1.158, 3.475]],
  "forces_ev_per_angstrom": [[-0.83, 0.05, -0.60], [0.65, -0.02, 0.66], [-0.76, -0.19, -0.98], [-0.69, -0.36, -0.82], [-0.82, 0.56, -0.94], [0.87, -0.05, 0.63], [0.11, -0.33, 0.37], [-0.20, 0.57, 0.36], [0.35, 0.13, 0.48], [0.05, -0.45, 0.38], [0.42, -0.04, -0.15], [0.49, 0.02, -0.03], [0.50, 0.01, -0.09], [-0.18, -0.51, 0.41], [0.04, 0.60, 0.32]],
  "mulliken_charge": [-0.2238, 0.5180, -1.0203, -1.0183, -1.0310, 0.2151, 0.2721, 0.2959, 0.2791, 0.2860, 0.2861, 0.2734, 0.2819, 0.2946, 0.2911],
  "mol_weight_da": 93.58,
  "spin_multiplicity": 2,
  "s2": 0.754,
  "total_charge": 0,
  "homo_ha": [-0.27230, -0.43635],
  "gap_ev": [8.29, 12.48],
  "lumo_energy_ev": [0.88, 0.61]
}